Below is C10H30BaN2O11 as an isolated structure in a non-equilibrium geometry, with properties calculated with ωB97M-V/def2-TZVPD.

Its total charge is 0. Its HOMO energy is -0.2950 Ha. For the electronic energy, the calculation gives -1361.49571 Eh. The value obtained for the gap between HOMO and LUMO is 7.070 eV. As for the LUMO energy: -0.96 eV. Its energy relative to the best compared isomer or geometry (same formula, charge and spin) is 0.0 kJ/mol.

The geometry in XYZ format:
```
54
Properties=species:S:1:pos:R:3:mulliken_charge:R:1
Ba 0.701 -0.142 0.064 1.490
O -2.084 2.517 1.472 -0.741
O 1.741 -0.597 2.556 -0.344
O 1.483 0.421 -2.571 -0.346
O -0.792 -2.340 0.924 -0.425
O -1.864 -0.607 -1.155 -0.124
O -1.225 -3.977 2.264 -0.637
O -2.824 -2.688 1.565 -0.646
O -0.408 2.408 -0.344 -0.303
O -1.302 0.493 1.751 -0.355
O -3.315 0.969 2.355 -0.569
O 2.610 -2.359 -0.296 -0.313
N -2.258 1.318 1.883 0.760
N -1.633 -2.997 1.625 0.770
C 1.161 0.137 -4.980 -1.346
C 1.680 -0.411 5.035 -1.226
C 3.121 -3.273 0.735 -0.351
C 0.574 0.626 -3.676 0.357
C 0.959 -0.180 3.709 -0.193
C -2.850 -0.060 -2.032 -0.262
C 0.312 3.601 -0.640 -0.211
C -0.550 4.580 -1.414 -1.193
C -3.921 0.712 -1.232 -1.068
C 1.962 -3.912 1.449 -0.869
H 1.379 -0.931 -4.988 0.317
H 2.246 -4.768 2.065 0.423
H 0.557 4.066 0.324 0.309
H -2.256 -1.319 -0.622 0.062
H -1.077 2.572 0.391 0.241
H 2.308 0.443 5.306 0.334
H -0.033 -0.613 3.704 0.342
H -0.865 4.153 -2.372 0.242
H 0.479 0.347 -5.803 0.368
H 2.350 0.706 -2.882 0.162
H -4.649 1.184 -1.895 0.385
H -2.373 0.671 -2.680 0.211
H 3.239 -2.461 -1.016 0.202
H 1.259 -4.313 0.717 0.243
H 3.818 -2.731 1.377 0.233
H 0.900 0.906 3.585 0.298
H 1.216 3.345 -1.192 0.247
H -1.439 4.880 -0.862 0.309
H 2.290 -1.311 4.987 0.298
H 2.104 0.662 -5.177 0.400
H 2.490 0.009 2.502 0.251
H -3.404 1.471 -0.643 0.182
H 0.940 -0.436 5.835 0.351
H -0.348 0.095 -3.449 -0.037
H 3.700 -4.049 0.224 0.428
H -4.479 0.065 -0.554 0.349
H -0.005 5.491 -1.684 0.408
H -3.373 -0.841 -2.592 0.329
H 0.358 1.696 -3.725 0.166
H 1.392 -3.229 2.075 0.090
```


Below is one molecule with the formula C3H5N3S in a non-equilibrium geometry, with properties calculated with ωB97M-V/def2-TZVPD.

Its total charge is 0. Its HOMO energy is -0.3295 Ha. For the electronic energy, the calculation gives -679.58369 Eh. The value obtained for the gap between HOMO and LUMO is 8.690 eV. As for the LUMO energy: -0.28 eV. Its energy relative to the best compared isomer or geometry (same formula, charge and spin) is 529.1 kJ/mol.

The geometry in XYZ format:
```
12
Properties=species:S:1:pos:R:3:mulliken_charge:R:1
S 0.973 0.893 -0.881 0.335
N 0.818 0.573 1.633 -0.408
N 0.576 2.121 -1.684 -0.517
N 0.759 1.302 0.583 -0.096
C -0.048 -0.386 1.694 -0.059
C -0.441 -1.189 -0.603 -0.998
C -0.878 -0.893 0.661 0.032
H -0.971 -1.480 -1.498 0.302
H 0.927 1.911 -2.560 0.291
H -2.003 -1.020 0.726 0.261
H 0.599 -1.236 -0.769 0.480
H -0.312 -0.597 2.698 0.377
```


Below is C5H8O3 as an isolated structure in a non-equilibrium geometry, with properties calculated with ωB97M-V/def2-TZVPD.

Its total charge is 0. Its HOMO energy is -0.3497 Ha. For the electronic energy, the calculation gives -420.82249 Eh. The value obtained for the gap between HOMO and LUMO is 10.589 eV. As for the LUMO energy: 1.07 eV. Its energy relative to the best compared isomer or geometry (same formula, charge and spin) is 613.3 kJ/mol.

The geometry in XYZ format:
```
16
Properties=species:S:1:pos:R:3:mulliken_charge:R:1
O 1.637 1.134 -0.182 -0.531
O 0.348 -0.010 1.179 -0.415
O -0.639 -1.220 -0.489 -0.435
C 1.946 -0.296 -0.239 -0.489
C 0.290 0.831 -0.025 0.026
C -1.608 -0.243 -0.058 -0.436
C -1.159 1.379 0.003 -0.625
C 0.607 -1.093 0.294 0.176
H -1.378 1.755 1.038 0.297
H 0.175 0.260 -0.988 0.416
H 0.729 -2.167 0.665 0.408
H -1.539 1.951 -0.874 0.313
H 2.298 -0.629 -1.232 0.288
H 2.681 -0.544 0.492 0.379
H -1.847 -0.604 1.010 0.219
H -2.541 -0.504 -0.594 0.410
```


Below is a 2-piece molecular cluster, C3H13N4 overall in a non-equilibrium geometry, with properties calculated with ωB97M-V/def2-TZVPD.

Its total charge is +1. Its HOMO energy is -0.4562 Ha. For the electronic energy, the calculation gives -340.85248 Eh. The value obtained for the gap between HOMO and LUMO is 9.096 eV. As for the LUMO energy: -3.32 eV. Its energy relative to the best compared isomer or geometry (same formula, charge and spin) is 238.9 kJ/mol.

The geometry in XYZ format:
```
20
Properties=species:S:1:pos:R:3:mulliken_charge:R:1
N -1.432 0.459 -0.705 -0.282
N 2.469 2.051 -0.587 -0.574
N 1.900 1.559 1.841 -0.563
N -1.820 -3.225 -0.291 -0.445
C -1.969 -1.919 -0.641 -0.093
C 1.663 1.371 0.420 -0.257
C -1.239 -0.910 -0.151 -0.341
H -2.377 0.552 -1.090 0.380
H -2.783 -1.710 -1.328 0.244
H 1.674 0.300 0.213 0.350
H 2.485 3.043 -0.376 0.263
H -1.262 -3.399 0.537 0.245
H -0.734 0.647 -1.426 0.362
H 2.828 1.227 2.090 0.241
H -2.642 -3.817 -0.330 0.269
H 3.441 1.773 -0.497 0.250
H -0.435 -0.971 0.561 0.304
H -1.400 1.129 0.064 0.364
H 1.848 2.546 2.061 0.257
H 0.652 1.738 0.217 0.026
```


Below is one molecule with the formula C25H26N4O5S in a non-equilibrium geometry, with properties calculated with ωB97M-V/def2-TZVPD.

Its total charge is 0. Its HOMO energy is -0.3107 Ha. For the electronic energy, the calculation gives -1961.60419 Eh. The value obtained for the gap between HOMO and LUMO is 8.147 eV. As for the structure (SMILES): Cc1ccc(S(=O)(=O)NCc2ccc(C(=O)N3CCN(c4ccc([N+](=O)[O-])cc4)CC3)cc2)cc1. As for the LUMO energy: -0.31 eV. Its energy relative to the best compared isomer or geometry (same formula, charge and spin) is 477.4 kJ/mol.

The geometry in XYZ format:
```
61
Properties=species:S:1:pos:R:3:mulliken_charge:R:1
S -2.704 3.883 -3.871 1.399
O -3.597 3.891 -2.744 -0.660
O -3.151 4.470 -5.101 -0.762
O 4.467 -2.317 7.852 -0.628
O 3.764 -4.350 7.787 -0.635
O -0.155 -1.729 -1.490 -0.704
N 0.560 -1.140 0.558 0.111
N 0.223 -1.861 3.269 0.116
N 3.758 -3.196 7.398 0.997
N -1.271 4.690 -3.479 -0.302
C 0.725 -2.516 0.973 -0.872
C -0.162 0.591 -0.978 1.018
C 0.626 1.231 -1.927 -0.849
C -2.630 1.171 -3.440 -0.275
C 0.013 -0.500 2.827 -1.254
C 1.156 -3.484 4.788 -0.482
C 2.009 -3.815 5.809 -0.595
C -1.104 -0.311 -4.575 1.021
C -2.118 2.229 -4.164 0.050
C -1.464 2.598 -0.730 -0.668
C -0.131 -2.793 2.218 -0.791
C 1.988 -1.226 4.817 -0.291
C 0.383 2.551 -2.254 -0.344
C -0.546 -1.685 -4.751 -1.383
C -0.664 3.247 -1.659 0.832
C -1.214 1.281 -0.388 -0.341
C -0.621 0.769 -5.307 -0.843
C 2.844 -1.556 5.840 -0.787
C -0.944 4.668 -2.063 -1.578
C 0.878 -0.188 1.595 -0.269
C 0.073 -0.854 -0.673 -0.106
C 2.866 -2.854 6.342 -0.265
C -2.121 -0.096 -3.648 -0.372
C -1.127 2.041 -5.106 -0.757
C 1.120 -2.181 4.254 1.219
H -1.852 0.781 0.326 0.514
H -1.310 -2.356 -5.141 0.352
H -3.410 1.364 -2.721 0.558
H 1.938 -0.295 1.859 0.333
H 0.482 -4.240 4.417 0.387
H -0.230 -2.068 -3.783 0.201
H 0.299 -1.686 -5.434 0.367
H -1.305 5.621 -3.868 0.320
H 2.024 -4.813 6.220 0.464
H 0.160 0.613 -6.037 0.339
H 0.208 0.202 3.634 0.512
H 1.430 0.689 -2.402 0.498
H -2.496 -0.933 -3.079 0.346
H 1.780 -2.703 1.208 0.272
H 0.997 3.049 -2.988 0.414
H -2.297 3.122 -0.286 0.368
H -1.770 5.066 -1.461 0.320
H -0.055 5.287 -1.911 0.571
H 2.015 -0.217 4.439 0.275
H 0.701 0.827 1.242 0.324
H -0.766 2.892 -5.661 0.416
H 3.516 -0.822 6.257 0.464
H 0.023 -3.821 2.535 0.299
H -1.042 -0.408 2.546 0.300
H 0.420 -3.154 0.141 0.470
H -1.189 -2.657 1.971 0.367
```


Below is a 2-piece molecular cluster, C3H7BrN2 overall in a non-equilibrium geometry, with properties calculated with ωB97M-V/def2-TZVPD.

Its total charge is 0. Its HOMO energy is -0.3157 Ha. For the electronic energy, the calculation gives -2801.87102 Eh. The value obtained for the gap between HOMO and LUMO is 9.087 eV. As for the LUMO energy: 0.50 eV. Its energy relative to the best compared isomer or geometry (same formula, charge and spin) is 244.0 kJ/mol.

The geometry in XYZ format:
```
13
Properties=species:S:1:pos:R:3:mulliken_charge:R:1
Br 2.615 1.320 -2.407 -0.203
N -2.277 -0.475 -1.464 -1.215
N -1.623 -0.419 -0.459 0.793
C -0.768 -0.299 0.345 0.235
C -0.602 -0.325 1.806 -0.904
C 1.727 0.754 -0.773 -0.818
H -0.934 0.524 2.493 0.279
H 0.419 -0.633 1.848 0.306
H 1.156 0.067 -1.239 0.258
H -2.470 -1.268 -1.887 0.220
H -0.999 -1.321 2.219 0.281
H 2.464 0.472 -0.081 0.375
H 1.292 1.602 -0.399 0.394
```


Below is a 6-piece molecular cluster, C21H50FNO13 overall in a non-equilibrium geometry, with properties calculated with ωB97M-V/def2-TZVPD.

Its total charge is 0. Its HOMO energy is -0.2563 Ha. For the electronic energy, the calculation gives -1962.20810 Eh. The value obtained for the gap between HOMO and LUMO is 7.275 eV. As for the LUMO energy: 0.30 eV. Its energy relative to the best compared isomer or geometry (same formula, charge and spin) is 91.9 kJ/mol.

The geometry in XYZ format:
```
86
Properties=species:S:1:pos:R:3:mulliken_charge:R:1
F 35.265 53.469 51.167 -0.341
O 42.518 51.512 50.205 -0.196
O 43.117 50.039 52.392 0.038
O 41.819 57.160 55.353 -0.265
O 40.288 46.565 52.022 0.106
O 35.634 51.918 55.179 -0.616
O 35.746 53.130 53.357 -0.347
O 39.908 54.083 52.659 -0.470
O 37.941 47.251 50.652 -0.369
O 38.420 51.041 49.447 -0.897
O 36.286 51.083 53.298 -0.294
O 42.220 47.135 50.130 -0.176
O 40.649 49.903 54.057 0.269
O 40.206 54.994 55.249 -0.011
N 40.368 49.601 50.935 0.954
C 39.685 49.281 54.851 -0.861
C 35.965 52.036 54.049 0.825
C 42.528 46.600 51.324 -0.177
C 39.198 45.931 52.271 -1.272
C 38.087 46.875 52.037 -0.829
C 42.591 58.334 55.594 -0.749
C 44.155 50.649 51.695 -1.256
C 43.203 50.090 53.691 -1.390
C 41.970 49.402 54.378 -1.493
C 42.576 46.271 49.018 -1.086
C 36.687 47.675 50.468 -0.636
C 41.055 56.601 56.609 -0.640
C 36.099 52.919 52.035 0.420
C 42.158 51.842 48.821 -0.829
C 41.468 45.761 52.031 -1.311
C 39.821 53.267 53.875 1.148
C 36.333 51.499 51.988 0.181
C 43.742 50.686 50.191 -0.330
C 39.335 53.932 55.011 -1.032
C 39.835 55.685 56.193 -0.382
C 40.082 53.363 51.427 -0.711
H 42.754 51.096 48.097 0.327
H 35.440 50.838 51.397 0.291
H 44.550 51.213 49.643 0.522
H 39.909 49.702 55.829 0.330
H 37.985 51.395 48.778 0.038
H 38.297 47.701 52.619 0.277
H 39.719 50.363 51.239 -0.102
H 36.936 53.545 51.910 0.129
H 41.987 59.237 55.878 0.276
H 42.878 47.462 51.890 -0.085
H 41.146 49.466 51.528 -0.336
H 41.168 51.593 48.781 0.311
H 41.780 45.776 53.096 0.335
H 39.844 48.304 54.649 0.424
H 43.200 45.746 51.166 0.584
H 43.490 46.123 49.226 0.610
H 40.604 57.541 57.139 0.309
H 43.610 49.577 49.759 0.116
H 39.644 48.755 50.800 0.161
H 37.239 51.471 51.493 -0.235
H 42.907 58.476 54.617 0.228
H 45.196 50.250 51.803 0.403
H 37.184 46.479 52.292 0.937
H 40.841 52.704 51.356 -0.134
H 42.354 46.811 47.918 0.193
H 41.793 45.506 48.942 0.250
H 42.085 49.684 55.319 0.885
H 39.093 45.078 51.673 0.521
H 38.273 54.278 54.948 0.377
H 39.595 55.166 57.213 0.220
H 38.586 49.662 54.577 -0.027
H 42.189 52.887 48.683 0.251
H 40.576 49.713 49.902 0.251
H 39.108 53.039 55.901 0.172
H 44.086 49.693 53.996 0.521
H 36.441 48.676 51.046 0.047
H 35.817 46.958 50.501 0.347
H 41.268 44.855 51.793 0.735
H 39.063 52.420 53.563 -0.274
H 43.292 58.024 56.379 0.308
H 39.216 45.637 53.207 0.604
H 36.624 48.169 49.477 0.304
H 44.331 51.550 52.072 0.634
H 42.004 48.362 54.494 0.734
H 38.921 56.425 55.894 0.261
H 41.573 56.191 57.462 0.388
H 43.379 51.090 53.940 0.692
H 40.571 53.837 50.738 0.813
H 40.739 52.720 54.275 -0.099
H 39.084 52.831 51.071 0.196
```